Entry 1:
The following is a quantum chemistry calculation of 2 unconnected molecules or ions with the total composition C3H6F2N2 in a non-equilibrium geometry, from OMol25.

Structure (ORCA input):
```
! wB97M-V def2-TZVPD RIJCOSX def2/J DEFGRID3
* xyz 0 1
C 0.510 -0.291 0.536
C -0.174 1.004 0.553
C -1.663 -0.580 -0.039
N -0.396 -1.225 -0.056
N -1.628 0.704 0.598
F -2.686 -1.383 0.185
F -2.305 1.522 -0.278
H 1.498 -0.218 0.131
H 0.592 -0.687 1.577
H 0.136 1.502 1.530
H 0.028 1.791 -0.224
H -1.974 0.097 -1.768
H -0.536 -2.175 0.288
*
```

The HOMO energy is -0.307 Ha. The total energy comes out at -11617.81121 eV. Its frontier orbital gap is 9.1025 eV.



Entry 2:
The following is a quantum chemistry calculation of 5 unconnected molecules or ions with the total composition C40H66N2O15Si in a non-equilibrium geometry, from OMol25.

Structure (ORCA input):
```
! wB97M-V def2-TZVPD RIJCOSX def2/J DEFGRID3
* xyz 0 1
C -1.387 -2.416 2.041
C -0.241 -1.874 1.204
N -0.648 -0.670 0.441
C -1.377 -1.087 -0.809
C -2.779 -0.492 -0.936
N -2.908 0.813 -1.578
C -2.135 1.870 -0.912
C -2.993 3.117 -0.724
C -2.211 4.346 -0.273
C -1.002 4.676 -1.163
C -1.793 4.284 1.192
C -2.721 0.800 -2.970
O -3.473 1.366 -3.704
O -1.674 0.090 -3.457
C -0.658 0.847 -4.126
C 0.508 1.138 -3.166
C 1.860 0.556 -3.605
C 2.710 0.110 -2.394
C 4.198 0.343 -2.579
C 5.009 -0.260 -1.416
C 4.938 0.501 -0.088
C 5.144 -0.437 1.112
Si 5.162 0.425 2.799
C 4.796 2.264 2.528
C 6.852 0.371 3.601
C 3.801 -0.192 3.956
C 2.977 -1.287 3.698
C 1.967 -1.658 4.581
C 1.778 -0.931 5.745
C 2.604 0.143 6.042
C 3.611 0.504 5.153
C 0.580 -0.018 0.020
C 0.673 1.469 0.168
O 1.512 -0.638 -0.409
H -0.964 -2.922 2.904
H -1.999 -1.613 2.432
H -1.994 -3.146 1.519
H 0.163 -2.651 0.557
H 0.563 -1.589 1.870
H -1.497 -2.164 -0.769
H -0.750 -0.891 -1.670
H -3.153 -0.364 0.076
H -3.442 -1.212 -1.402
H -1.811 1.529 0.061
H -1.276 2.145 -1.515
H -3.531 3.336 -1.641
H -3.726 2.898 0.049
H -2.891 5.191 -0.352
H -0.087 4.373 -0.656
H -0.906 5.736 -1.355
H -1.014 4.133 -2.103
H -1.191 5.162 1.410
H -1.182 3.418 1.425
H -2.663 4.348 1.838
H -0.291 0.229 -4.935
H -1.063 1.744 -4.581
H 0.241 0.664 -2.229
H 0.597 2.208 -3.003
H 2.401 1.324 -4.146
H 1.697 -0.303 -4.246
H 2.478 -0.919 -2.148
H 2.395 0.727 -1.557
H 4.403 1.404 -2.700
H 4.525 -0.163 -3.480
H 4.620 -1.260 -1.233
H 6.041 -0.368 -1.741
H 5.734 1.241 -0.095
H 4.003 1.051 -0.028
H 4.413 -1.242 1.047
H 6.120 -0.893 0.954
H 4.790 2.736 3.506
H 3.776 2.351 2.159
H 5.504 2.747 1.869
H 6.776 0.813 4.592
H 7.250 -0.628 3.697
H 7.534 0.986 3.018
H 3.119 -1.839 2.780
H 1.330 -2.495 4.343
H 0.987 -1.187 6.431
H 2.479 0.709 6.951
H 4.253 1.340 5.384
H 0.356 1.982 -0.734
H 1.710 1.715 0.331
H 0.072 1.806 1.002
O -10.138 1.342 -3.037
C -8.978 1.205 -3.266
O -8.017 2.077 -2.902
C -6.740 1.464 -3.139
C -7.072 0.441 -4.204
O -8.449 0.150 -3.924
H -6.011 2.199 -3.464
H -6.392 1.007 -2.212
H -6.996 0.848 -5.213
H -6.469 -0.460 -4.137
O 6.086 -2.032 5.277
C 5.662 -2.843 6.032
O 6.363 -3.906 6.499
C 5.606 -4.515 7.549
C 4.192 -4.075 7.221
O 4.412 -2.835 6.545
H 5.737 -5.593 7.536
H 5.953 -4.122 8.507
H 3.688 -4.763 6.539
H 3.572 -3.925 8.100
O -12.585 -0.717 2.559
C -12.391 -0.467 1.415
O -12.685 -1.298 0.385
C -12.527 -0.569 -0.839
C -11.561 0.525 -0.440
O -11.847 0.684 0.957
H -12.142 -1.215 -1.622
H -13.499 -0.178 -1.143
H -10.520 0.225 -0.556
H -11.721 1.455 -0.975
O 4.778 -0.720 -7.131
C 4.784 -1.746 -6.539
O 4.970 -2.965 -7.103
C 5.139 -3.924 -6.056
C 4.443 -3.253 -4.889
O 4.603 -1.865 -5.199
H 4.692 -4.874 -6.335
H 6.206 -4.068 -5.879
H 3.377 -3.483 -4.846
H 4.897 -3.481 -3.928
*
```

Its SMILES is CCN(CCN(CCC(C)C)C(=O)OCCCCCCCC[Si](C)(C)c1ccccc1)C(C)=O.O=C1OCCO1.O=C1OCCO1.O=C1OCCO1.O=C1OCCO1. The HOMO energy is -0.333 Ha. The total energy comes out at -84120.72164 eV. Its frontier orbital gap is 9.4569 eV.



Entry 3:
The following is a quantum chemistry calculation of a molecular structure, C34H26Br2N5OPTa in a non-equilibrium geometry, from OMol25.

Structure (ORCA input):
```
! wB97M-V def2-TZVPD RIJCOSX def2/J DEFGRID3
* xyz 3 1
Ta 14.738 10.977 13.188
C 18.986 11.749 14.197
C 19.414 10.688 13.234
C 20.541 9.943 13.604
C 20.956 8.763 12.984
C 20.249 8.282 11.874
C 19.218 9.063 11.407
C 18.741 10.281 12.048
P 17.122 10.922 11.550
C 16.797 10.303 9.805
C 16.130 9.085 9.651
C 15.677 8.634 8.416
C 15.790 9.404 7.284
C 16.559 10.534 7.399
C 17.091 11.022 8.625
C 17.882 12.288 8.562
C 17.093 12.765 11.723
C 18.276 13.450 11.720
C 18.301 14.811 12.016
C 17.119 15.524 12.165
C 15.908 14.847 11.914
C 15.842 13.455 11.811
C 14.569 12.724 11.866
H 19.230 12.754 13.826
H 19.596 11.652 15.106
H 17.895 11.686 14.462
H 21.097 10.317 14.481
H 21.849 8.272 13.359
H 20.437 7.344 11.357
H 18.649 8.728 10.541
H 16.011 8.428 10.564
H 15.262 7.649 8.329
H 15.408 9.177 6.296
H 16.695 11.225 6.574
H 18.238 12.427 7.510
H 18.765 12.245 9.221
H 17.300 13.201 8.753
H 19.227 12.931 11.516
H 19.257 15.344 11.979
H 17.103 16.588 12.447
H 14.956 15.408 11.883
H 14.233 12.425 10.853
H 13.767 13.333 12.283
Br 7.608 11.514 12.066
C 9.486 11.081 12.483
C 10.269 10.527 11.440
C 11.633 10.541 11.588
N 12.263 11.004 12.672
C 11.552 11.362 13.780
C 10.135 11.262 13.716
C 12.305 11.661 14.959
C 11.754 11.891 16.200
C 12.578 12.172 17.272
Br 12.377 11.619 19.101
C 13.880 12.602 16.960
C 14.339 12.564 15.692
N 13.663 11.918 14.755
H 9.852 10.110 10.519
H 12.298 10.078 10.863
H 9.490 11.316 14.614
H 10.662 11.780 16.288
H 14.530 13.014 17.759
H 15.288 13.028 15.368
O 15.405 9.673 14.406
N 15.069 8.288 14.710
C 14.562 7.680 13.589
C 14.166 8.278 12.378
N 14.187 9.482 12.164
C 14.521 6.250 13.580
N 14.466 5.079 13.607
*
```

The HOMO energy (alpha / beta) is -0.603 / -0.603 Ha. The total energy comes out at -196068.99394 eV. Its frontier orbital gap (alpha / beta) is 3.6772 / 3.6758 eV.



no.,molar mass (g/mol)
1,108.1
2,843.1
3,892.3